{
  "formula": "C28H59BN9O9",
  "method": "ωB97M-V/def2-TZVPD",
  "species": ["C", "C", "C", "C", "C", "N", "N", "C", "C", "B", "O", "O", "H", "H", "H", "H", "H", "H", "H", "H", "H", "H", "C", "O", "N", "C", "C", "H", "H", "H", "H", "H", "H", "H", "C", "O", "N", "C", "C", "H", "H", "H", "H", "H", "H", "H", "C", "O", "N", "C", "C", "H", "H", "H", "H", "H", "H", "H", "C", "O", "N", "C", "C", "H", "H", "H", "H", "H", "H", "H", "C", "O", "N", "C", "C", "H", "H", "H", "H", "H", "H", "H", "C", "O", "N", "C", "C", "H", "H", "H", "H", "H", "H", "H", "C", "O", "N", "C", "C", "H", "H", "H", "H", "H", "H", "H"],
  "coordinates": [[2.7271, 2.2702, -6.1637], [2.2453, 3.5582, -6.4003], [0.9263, 3.9115, -7.1000], [-0.2234, 2.9978, -6.7406], [-0.9718, 2.2629, -7.6778], [-1.9818, 1.4977, -7.3379], [-2.4573, 1.2358, -6.1425], [-1.7829, 1.9110, -5.2379], [-0.6974, 2.8132, -5.4062], [-0.0671, 3.5514, -4.1307], [1.0905, 3.0588, -3.5916], [-0.6805, 4.6297, -3.5365], [3.2393, 1.6300, -6.9008], [2.6442, 1.8957, -5.1254], [2.8775, 4.4122, -6.0874], [0.6634, 4.9685, -6.9145], [1.0947, 3.8313, -8.2045], [-0.6995, 2.3339, -8.7376], [-2.4826, 1.0290, -8.0953], [-2.1188, 1.7416, -4.2042], [1.5139, 3.8093, -3.1350], [-1.5063, 4.7912, -4.0227], [-0.0825, -0.9503, -2.0588], [-0.7405, -0.4538, -2.9682], [0.4938, -0.2679, -1.0599], [1.2632, -0.9128, -0.0097], [0.3360, 1.1726, -1.0375], [0.0890, -2.0363, -1.9965], [0.8028, -0.6978, 0.9551], [2.2802, -0.5204, -0.0185], [1.2941, -1.9914, -0.1583], [-0.7282, 1.4147, -0.9882], [0.7442, 1.5840, -1.9589], [0.8494, 1.6032, -0.1799], [-4.8311, -3.1686, -2.9863], [-5.8150, -3.8550, -3.1943], [-4.3061, -2.9073, -1.7731], [-3.1315, -2.0750, -1.6108], [-4.9369, -3.4774, -0.5894], [-4.2736, -2.6868, -3.8093], [-2.3445, -2.6583, -1.1253], [-3.3848, -1.2148, -0.9855], [-2.7691, -1.7204, -2.5732], [-4.9354, -4.5645, -0.6680], [-5.9690, -3.1380, -0.5296], [-4.4011, -3.1752, 0.3073], [4.3887, 1.2001, 2.4407], [3.2118, 0.9871, 2.1902], [5.4277, 0.7960, 1.6865], [6.8035, 1.0909, 2.0538], [5.1630, 0.0457, 0.4743], [4.7000, 1.7602, 3.3366], [7.2711, 1.6764, 1.2591], [7.3500, 0.1524, 2.1828], [6.8420, 1.6623, 2.9883], [4.5417, 0.6444, -0.1964], [4.6209, -0.8693, 0.7232], [6.0970, -0.2071, -0.0222], [7.4582, 2.3404, 5.4611], [7.3585, 2.8730, 4.3621], [7.3134, 2.9702, 6.6358], [7.4454, 2.2752, 7.9039], [7.0158, 4.3924, 6.6367], [7.6825, 1.2684, 5.5709], [6.5093, 2.3648, 8.4605], [8.2547, 2.7283, 8.4793], [7.6691, 1.2229, 7.7465], [6.0801, 4.5681, 6.1033], [7.8131, 4.9307, 6.1222], [6.9285, 4.7569, 7.6576], [-8.1955, -3.6567, 1.0760], [-7.2131, -4.2757, 1.4472], [-8.7733, -2.6379, 1.7366], [-9.9436, -1.9539, 1.2138], [-8.2101, -2.2119, 3.0043], [-8.7044, -3.8949, 0.1267], [-9.7098, -0.9050, 1.0722], [-10.7672, -2.0518, 1.9273], [-10.2443, -2.3823, 0.2626], [-7.1742, -1.9015, 2.8558], [-8.2229, -3.0470, 3.7067], [-8.7853, -1.3831, 3.4108], [9.3281, -1.1605, 6.1809], [9.3017, -0.1909, 6.9190], [8.6210, -2.2925, 6.3657], [8.7012, -3.4102, 5.4451], [7.7513, -2.3945, 7.5257], [9.9552, -1.1847, 5.2744], [7.7107, -3.6106, 5.0310], [9.0548, -4.2947, 5.9786], [9.3887, -3.1885, 4.6306], [7.0067, -1.5972, 7.4928], [8.3432, -2.2774, 8.4346], [7.2514, -3.3603, 7.5371], [-9.4772, -0.0571, -2.1243], [-9.4776, -0.1733, -0.9109], [-9.1469, -1.0301, -2.9974], [-9.1686, -0.8171, -4.4306], [-8.7557, -2.3345, -2.4862], [-9.7557, 0.8895, -2.6178], [-9.8690, -1.5169, -4.8908], [-8.1692, -0.9877, -4.8372], [-9.4788, 0.2006, -4.6632], [-9.5730, -2.7507, -1.8955], [-7.8826, -2.2253, -1.8418], [-8.5185, -3.0073, -3.3064]],
  "forces_ev_per_a": [[-0.13, 0.24, 0.08], [-0.10, -0.06, 0.14], [1.38, -0.29, -2.51], [-0.97, -0.54, 1.88], [1.61, 1.23, -0.55], [-0.78, -0.86, -1.36], [0.97, 0.91, -0.07], [-0.11, 0.17, 2.27], [0.16, -0.25, -1.56], [0.34, -0.14, 0.77], [-0.23, 1.12, -0.61], [-0.29, -0.75, -1.22], [-2.11, -0.58, -0.28], [2.16, 0.83, -0.11], [-1.38, -0.25, 1.72], [0.11, -0.50, 0.08], [-0.45, 0.18, 0.39], [-0.43, -0.26, 0.37], [0.10, 0.01, 0.28], [0.06, -0.13, -0.54], [0.02, -0.58, 0.33], [0.17, 0.46, 0.49], [0.16, -0.03, 0.10], [0.06, 0.26, -0.03], [-0.16, -0.34, -0.23], [-0.02, 0.18, 0.01], [-0.10, 0.01, -0.13], [0.00, 0.01, 0.00], [0.18, -0.04, 0.06], [-0.02, -0.04, 0.21], [-0.08, 0.04, -0.09], [0.05, 0.13, 0.03], [-0.05, 0.08, 0.14], [0.01, -0.15, 0.02], [0.04, 0.02, 0.07], [-0.02, 0.06, 0.06], [0.10, 0.09, -0.17], [-0.33, -0.21, 0.09], [-0.11, -0.09, -0.35], [0.05, 0.02, 0.03], [0.09, 0.15, 0.02], [0.19, 0.04, 0.01], [-0.04, -0.04, 0.02], [-0.12, 0.02, 0.15], [0.02, -0.10, 0.14], [0.01, 0.04, -0.07], [0.08, 0.06, 0.11], [0.01, -0.11, -0.26], [0.00, 0.02, 0.07], [-0.21, -0.15, -0.03], [-0.27, 0.09, 0.19], [0.05, 0.00, -0.03], [0.13, -0.01, 0.09], [0.10, 0.06, -0.04], [0.00, -0.15, -0.41], [0.01, -0.11, -0.09], [0.01, -0.03, -0.14], [0.01, 0.05, 0.08], [0.03, -0.07, 0.15], [-0.02, 0.32, 0.37], [0.01, -0.16, -0.08], [-0.15, 0.20, 0.00], [0.04, -0.07, -0.27], [0.01, 0.03, 0.06], [0.07, -0.01, 0.10], [-0.03, -0.12, 0.10], [0.09, 0.07, -0.08], [0.04, 0.12, 0.03], [-0.08, 0.09, 0.03], [0.02, -0.10, 0.00], [-0.09, -0.02, -0.01], [0.06, 0.11, 0.14], [-0.06, -0.17, -0.24], [0.00, -0.02, 0.71], [0.14, -0.22, -0.11], [-0.04, 0.01, 0.01], [-0.18, -0.02, -0.05], [-0.05, -0.02, -0.07], [0.08, 0.02, 0.02], [-0.01, 0.01, 0.13], [0.07, 0.09, 0.07], [-0.04, -0.03, -0.09], [0.07, -0.09, -0.04], [-0.13, -0.11, 0.01], [0.12, 0.08, -0.18], [-0.15, 0.04, 0.25], [0.14, 0.25, 0.02], [-0.01, -0.03, 0.00], [0.07, -0.11, -0.07], [-0.01, -0.07, -0.14], [0.00, 0.05, 0.05], [-0.04, -0.06, 0.11], [-0.12, -0.01, 0.05], [0.05, 0.01, -0.07], [0.02, 0.04, -0.09], [0.15, 0.08, -0.50], [-0.08, 0.27, 0.05], [0.06, -0.21, 0.17], [-0.08, 0.16, 0.17], [-0.01, -0.02, -0.04], [0.05, 0.07, -0.14], [-0.07, 0.00, -0.13], [-0.01, -0.02, 0.08], [0.05, -0.08, -0.02], [0.00, -0.15, -0.02], [0.06, 0.08, 0.02]],
  "lowdin_charge": [0.028, -0.143, -0.126, -0.102, 0.039, 0.048, 0.157, -0.026, 0.061, -0.627, 0.153, 0.203, 0.073, 0.066, 0.118, 0.141, 0.131, 0.161, 0.194, 0.144, 0.147, 0.121, -0.357, -0.035, -0.178, -0.034, -0.024, 0.138, 0.099, 0.065, 0.089, 0.098, 0.065, 0.099, -0.357, 0.003, -0.192, -0.069, -0.031, 0.129, 0.088, 0.096, 0.060, 0.102, 0.064, 0.092, -0.340, -0.015, -0.193, -0.049, -0.055, 0.136, 0.094, 0.089, 0.038, 0.084, 0.086, 0.086, -0.323, -0.027, -0.184, -0.047, -0.037, 0.126, 0.090, 0.096, 0.056, 0.092, 0.094, 0.087, -0.361, -0.002, -0.182, -0.062, -0.039, 0.128, 0.065, 0.093, 0.067, 0.090, 0.093, 0.087, -0.344, -0.006, -0.198, -0.055, -0.035, 0.137, 0.090, 0.092, 0.084, 0.089, 0.096, 0.088, -0.330, -0.003, -0.189, -0.057, -0.033, 0.133, 0.092, 0.088, 0.081, 0.080, 0.081, 0.088],
  "spin_multiplicity": 1,
  "e_lumo_ha": -0.1749,
  "charge": 1,
  "e_tot_ha": -2296.8235,
  "gap_ha": 0.191
}